i:
The following is a DFT calculation (ωB97M-V/def2-TZVPD) of 3 unconnected molecules or ions with the total composition C4H13N3O.

## Properties
- structure (SMILES) = [H]/N=C(/N)O.C=CC.N
- E_LUMO (eV) = 0.8
- Kohn-Sham gap (eV) = 9.235

Geometry as ORCA input:
```
! RIJCOSX wB97M-V def2-TZVPD def2/J DEFGRID3
* xyz 0 1
H -0.10 3.02 -1.55
N 0.74 2.66 -1.10
C 0.82 1.37 -1.16
N 1.92 0.69 -0.70
O -0.22 0.61 -1.55
H 2.22 -0.10 -1.26
H 2.67 1.29 -0.41
H -0.16 -0.27 -1.15
C 0.31 -2.28 -0.13
C -0.60 -1.69 0.64
C -2.07 -1.92 0.54
H 1.37 -2.12 0.03
H 0.04 -3.00 -0.89
H -0.29 -0.91 1.32
H -2.58 -0.98 0.32
H -2.31 -2.65 -0.23
H -2.46 -2.28 1.50
N 0.25 1.93 1.42
H 0.76 1.94 2.30
H -0.73 2.09 1.65
H 0.42 2.61 0.41
*
```



ii:
The following is a DFT calculation (ωB97M-V/def2-TZVPD) of 2 unconnected molecules or ions with the total composition C4H13N3O.

## Properties
- structure (SMILES) = N/C=C(\N)CCN.O
- E_LUMO (eV) = 0.8
- Kohn-Sham gap (eV) = 8.850

Geometry as ORCA input:
```
! RIJCOSX wB97M-V def2-TZVPD def2/J DEFGRID3
* xyz 0 1
N 2.12 1.16 -0.89
C 0.86 1.48 -0.25
C 0.09 0.49 0.20
N 0.60 -0.82 0.29
C -1.31 0.68 0.71
C -2.39 0.14 -0.25
N -2.72 -1.27 -0.01
H 1.91 0.95 -1.86
H 2.75 1.94 -0.84
H 0.53 2.51 -0.26
H -0.07 -1.57 0.24
H 1.31 -0.93 -0.42
H -1.49 1.76 0.81
H -1.45 0.22 1.69
H -2.06 0.37 -1.27
H -3.32 0.68 -0.10
H -2.10 -1.90 -0.52
H -3.66 -1.47 -0.30
O 3.83 -1.29 1.04
H 3.08 -1.08 0.45
H 3.51 -2.07 1.53
*
```



iii:
The following is a DFT calculation (ωB97M-V/def2-TZVPD) of 2 unconnected molecules or ions with the total composition C4H13N3O.

## Properties
- structure (SMILES) = [H]/N=C/[C@@](C)(N)O.CN
- E_LUMO (eV) = 0.9
- Kohn-Sham gap (eV) = 9.243

Geometry as ORCA input:
```
! RIJCOSX wB97M-V def2-TZVPD def2/J DEFGRID3
* xyz 0 1
H 2.11 -2.07 -0.57
N 1.49 -1.54 0.06
C 0.86 -0.62 -0.59
C -1.01 -0.51 -0.31
C -1.90 0.72 -0.17
N -1.54 -1.32 -1.39
O -1.17 -1.22 0.93
H 0.96 -0.41 -1.66
H -1.87 1.33 -1.08
H -2.94 0.45 0.04
H -1.59 1.33 0.68
H -1.04 -2.20 -1.42
H -2.50 -1.60 -1.15
H -0.36 -1.76 1.04
C 1.54 1.39 1.36
N 1.49 1.23 -0.10
H 1.92 0.48 1.83
H 0.53 1.53 1.73
H 2.14 2.24 1.68
H 0.46 1.33 -0.41
H 2.42 1.21 -0.50
*
```



iv:
The following is a DFT calculation (ωB97M-V/def2-TZVPD) of 2 unconnected molecules or ions with the total composition C4H13N3O.

## Properties
- structure (SMILES) = C=C(C)CN(N)N.O
- E_LUMO (eV) = 0.8
- Kohn-Sham gap (eV) = 9.940

Geometry as ORCA input:
```
! RIJCOSX wB97M-V def2-TZVPD def2/J DEFGRID3
* xyz 0 1
C -1.10 -1.53 -0.51
C 0.03 -0.76 -0.34
C 1.39 -1.35 -0.28
C -0.12 0.73 -0.12
N -0.49 1.01 1.27
N -0.83 2.37 1.48
N 0.57 0.61 2.12
H -1.02 -2.60 -0.38
H -2.06 -1.12 -0.25
H 2.08 -0.82 -0.94
H 1.75 -1.26 0.74
H 1.38 -2.40 -0.56
H 0.81 1.25 -0.41
H -0.92 1.11 -0.75
H -0.26 3.00 0.90
H -1.81 2.50 1.24
H 1.33 1.30 2.10
H 0.20 0.60 3.07
O -0.19 -0.52 -2.78
H 0.08 -0.98 -3.59
H -0.84 -1.14 -2.03
*
```



Tell me which of them is the most stable. Sure, it is ii.



i:
The following is a DFT calculation (ωB97M-V/def2-TZVPD) of a single C4H13N3O molecule.

## Properties
- structure (SMILES) = NCNC[C@@H](N)CO
- E_LUMO (eV) = 0.9
- Kohn-Sham gap (eV) = 8.896

Geometry as ORCA input:
```
! RIJCOSX wB97M-V def2-TZVPD def2/J DEFGRID3
* xyz 0 1
N -2.13 2.08 -0.87
C -1.24 1.15 -1.49
N 0.09 1.38 -0.85
C 0.23 0.67 0.45
C 0.77 -0.79 0.15
N 2.16 -0.64 0.49
C 0.06 -1.73 1.13
O 0.70 -2.99 0.95
H -1.87 3.05 -1.04
H -2.37 1.79 0.01
H -1.31 1.35 -2.60
H -1.49 0.07 -1.01
H 0.99 1.54 -1.49
H 0.96 1.30 0.95
H -0.57 0.67 1.06
H 0.59 -1.02 -0.95
H 2.65 -1.42 0.58
H 2.20 0.09 1.26
H 0.31 -1.41 2.26
H -1.00 -1.70 0.71
H 0.28 -3.43 0.28
*
```



ii:
The following is a DFT calculation (ωB97M-V/def2-TZVPD) of a molecular structure, C4H13N3O.

## Properties
- E_LUMO (eV) = 0.7
- Kohn-Sham gap (eV) = 8.163

Geometry as ORCA input:
```
! RIJCOSX wB97M-V def2-TZVPD def2/J DEFGRID3
* xyz 0 1
C -1.98 0.36 -0.46
C -2.41 -0.63 0.47
N -0.35 1.10 0.08
H 0.06 1.59 -0.70
H -0.54 1.76 0.83
H -2.50 1.31 -0.51
H -1.62 0.02 -1.42
H -2.46 -1.65 0.08
H -3.23 -0.36 1.13
H -1.21 -0.72 1.26
C 1.86 -0.61 -1.40
N 0.80 -0.93 -0.44
C 0.58 -0.01 0.67
N 1.81 0.57 1.18
O -0.10 -0.58 1.68
H 0.94 -1.84 -0.02
H 2.29 1.18 0.54
H 1.64 1.03 2.07
H 1.88 -1.38 -2.17
H 2.86 -0.55 -0.96
H 1.65 0.33 -1.90
*
```



Tell me which of them is the most stable. Sure, it is ii.